ORCA calculation (wB97M-V/def2-TZVPD) on 14 unconnected molecules or ions with the total composition C56H98N14 at a distorted geometry.

**Gap between HOMO and LUMO**: 11.25 eV
**LUMO**: 0.047 eV
**Energy above the lowest of the compared OMol25 structures with the same formula, charge and spin**: 526.8 kJ/mol
**HOMO**: -11.20 eV

Geometry as XYZ:
```
168
Properties=species:S:1:pos:R:3:lowdin_charge:R:1
C -5.29 -8.84 -2.38 -0.1053
C -6.22 -7.61 -2.46 -0.2647
C -5.99 -6.62 -1.32 -0.1957
C -4.57 -6.30 -1.06 -0.2245
N -3.47 -6.00 -0.85 0.1399
H -4.23 -8.61 -2.39 0.0672
H -5.53 -9.56 -3.17 0.0713
H -5.41 -9.30 -1.40 0.0743
H -7.27 -7.92 -2.51 0.1067
H -6.04 -7.07 -3.40 0.1008
H -6.37 -7.21 -0.49 0.1148
H -6.59 -5.71 -1.42 0.1155
C 7.02 3.44 -8.55 -0.1235
C 7.18 4.93 -8.28 -0.2643
C 7.98 5.23 -7.00 -0.1851
C 7.36 4.79 -5.71 -0.2040
N 6.84 4.46 -4.71 0.1251
H 6.50 3.22 -9.48 0.0716
H 6.38 2.93 -7.82 0.0719
H 7.98 2.92 -8.47 0.0723
H 6.16 5.29 -8.12 0.1068
H 7.56 5.42 -9.18 0.1078
H 8.10 6.32 -7.00 0.1121
H 8.95 4.74 -7.12 0.1096
C -7.64 5.07 3.78 -0.1077
C -8.03 5.66 2.39 -0.2542
C -8.75 6.99 2.58 -0.2089
C -9.15 7.56 1.32 -0.2411
N -9.46 8.02 0.30 0.1416
H -7.30 5.86 4.46 0.0684
H -6.90 4.28 3.65 0.0727
H -8.55 4.71 4.25 0.0695
H -8.63 4.91 1.86 0.1090
H -7.06 5.75 1.89 0.1052
H -8.03 7.61 3.11 0.1210
H -9.60 6.87 3.25 0.1248
C -6.20 0.68 -2.67 -0.1110
C -7.61 0.99 -3.16 -0.2433
C -7.79 1.11 -4.71 -0.1952
C -6.94 2.03 -5.40 -0.2527
N -6.24 2.76 -5.97 0.1433
H -6.18 0.39 -1.62 0.0720
H -5.47 1.48 -2.82 0.0768
H -5.90 -0.23 -3.19 0.0706
H -7.91 1.92 -2.69 0.1034
H -8.27 0.20 -2.79 0.1032
H -8.81 1.25 -5.07 0.1178
H -7.54 0.15 -5.16 0.1152
C 3.63 8.16 -0.32 -0.1107
C 4.49 9.20 0.38 -0.2723
C 6.00 8.98 0.29 -0.1833
C 6.41 9.20 -1.09 -0.2532
N 6.65 9.44 -2.18 0.1463
H 3.67 7.20 0.19 0.0729
H 3.82 8.03 -1.39 0.0757
H 2.58 8.49 -0.31 0.0733
H 4.18 9.25 1.43 0.1049
H 4.23 10.18 0.00 0.1098
H 6.18 7.92 0.49 0.1167
H 6.60 9.62 0.94 0.1196
C 8.97 -0.78 -3.74 -0.1187
C 9.72 -2.11 -3.53 -0.2454
C 8.71 -3.24 -3.18 -0.1828
C 7.60 -3.44 -4.20 -0.2068
N 6.78 -3.63 -5.02 0.1208
H 8.35 -0.51 -2.89 0.0743
H 8.29 -0.83 -4.60 0.0659
H 9.64 0.03 -4.02 0.0689
H 10.45 -2.01 -2.72 0.1018
H 10.30 -2.25 -4.44 0.1063
H 8.19 -3.12 -2.24 0.1102
H 9.28 -4.16 -3.08 0.1053
C -9.12 -5.57 5.64 -0.0864
C -8.34 -4.23 5.28 -0.2393
C -9.18 -3.07 4.79 -0.2087
C -10.16 -2.55 5.77 -0.2427
N -10.90 -2.16 6.51 0.1465
H -9.78 -5.38 6.49 0.0629
H -8.52 -6.42 5.95 0.0648
H -9.73 -5.88 4.80 0.0659
H -7.56 -4.52 4.57 0.1037
H -7.92 -3.78 6.18 0.1032
H -9.71 -3.31 3.87 0.1144
H -8.53 -2.23 4.53 0.1156
C -2.79 6.70 -2.43 -0.1268
C -4.14 7.38 -2.58 -0.2584
C -4.14 8.62 -1.70 -0.1891
C -2.95 9.56 -1.84 -0.2123
N -2.03 10.26 -1.93 0.1258
H -2.54 6.49 -1.39 0.0762
H -2.00 7.28 -2.90 0.0736
H -2.72 5.71 -2.87 0.0696
H -4.97 6.74 -2.28 0.1084
H -4.30 7.56 -3.64 0.1122
H -4.28 8.41 -0.64 0.1130
H -5.00 9.22 -2.00 0.1076
C 1.07 -9.99 0.77 -0.1110
C 2.06 -10.10 -0.43 -0.2293
C 2.38 -8.70 -1.06 -0.1792
C 2.77 -7.69 -0.10 -0.2563
N 3.02 -6.92 0.71 0.1452
H 0.69 -10.90 1.24 0.0736
H 0.21 -9.41 0.43 0.0696
H 1.48 -9.25 1.46 0.0574
H 1.69 -10.88 -1.09 0.0993
H 2.96 -10.54 -0.01 0.0982
H 1.55 -8.31 -1.66 0.1195
H 3.21 -8.75 -1.77 0.1129
C 9.32 3.34 2.18 -0.1319
C 10.10 3.43 3.43 -0.2718
C 10.04 4.85 4.10 -0.1802
C 10.52 5.95 3.25 -0.2264
N 10.83 6.82 2.53 0.1341
H 8.37 3.88 2.29 0.0801
H 9.03 2.32 1.94 0.0744
H 9.86 3.71 1.31 0.0825
H 11.14 3.16 3.29 0.1102
H 9.69 2.69 4.11 0.1050
H 10.63 4.85 5.02 0.1114
H 9.00 5.06 4.32 0.1128
C 3.02 -0.80 6.89 -0.0903
C 4.54 -1.23 6.73 -0.2329
C 5.53 -0.49 7.64 -0.2065
C 5.13 -0.21 9.00 -0.2442
N 4.85 0.03 10.07 0.1493
H 2.65 -0.98 7.90 0.0634
H 2.36 -1.30 6.18 0.0627
H 2.89 0.27 6.74 0.0661
H 4.87 -1.12 5.69 0.0989
H 4.60 -2.31 6.89 0.0986
H 5.73 0.45 7.14 0.1177
H 6.45 -1.07 7.60 0.1173
C -2.93 -5.47 7.82 -0.1060
C -1.75 -6.09 7.08 -0.2597
C -1.85 -5.95 5.54 -0.1864
C -2.75 -6.94 4.99 -0.2496
N -3.49 -7.75 4.56 0.1310
H -3.29 -4.61 7.26 0.0702
H -2.78 -5.24 8.88 0.0755
H -3.71 -6.22 7.71 0.0721
H -1.69 -7.13 7.42 0.1097
H -0.81 -5.62 7.36 0.1005
H -0.90 -6.23 5.07 0.1209
H -2.24 -4.98 5.24 0.1219
C 2.44 0.90 0.02 -0.1032
C 1.31 0.98 1.06 -0.2723
C 0.30 -0.11 0.92 -0.2242
C -0.90 -0.14 1.77 -0.2090
N -1.87 -0.19 2.44 0.1169
H 2.91 -0.08 0.01 0.0739
H 3.21 1.66 0.15 0.0735
H 2.00 0.98 -0.97 0.0749
H 0.73 1.90 0.95 0.1134
H 1.81 0.93 2.03 0.1086
H 0.76 -1.09 1.05 0.1227
H -0.07 -0.10 -0.11 0.1247
C -2.00 -4.44 -6.33 -0.1023
C -3.15 -3.45 -6.67 -0.2402
C -2.67 -2.03 -7.12 -0.1928
C -1.84 -1.28 -6.16 -0.2263
N -1.19 -0.64 -5.41 0.1263
H -1.34 -4.58 -7.19 0.0701
H -2.46 -5.42 -6.19 0.0656
H -1.38 -4.12 -5.49 0.0728
H -3.85 -3.35 -5.84 0.1008
H -3.72 -3.87 -7.49 0.0989
H -3.54 -1.41 -7.30 0.1117
H -2.07 -2.09 -8.03 0.1154
```


ORCA calculation (wB97M-V/def2-TZVPD) on 19 unconnected molecules or ions with the total composition C57H133N19O19 at a distorted geometry.

**Gap between HOMO and LUMO**: 8.40 eV
**LUMO**: -0.200 eV
**Energy above the lowest of the compared OMol25 structures with the same formula, charge and spin**: 1333.3 kJ/mol
**HOMO**: -8.60 eV

Geometry as XYZ:
```
228
Properties=species:S:1:pos:R:3:lowdin_charge:R:1
C -0.87 -5.17 7.86 -0.3364
O -0.24 -6.03 8.48 -0.0049
N -0.33 -4.44 6.87 -0.1812
C 0.88 -4.78 6.20 -0.0719
C -1.19 -3.47 6.15 -0.0447
H -1.85 -4.74 8.11 0.1319
H 1.58 -3.97 6.00 0.0759
H 0.66 -5.35 5.30 0.0919
H 1.51 -5.40 6.84 0.0910
H -1.84 -4.03 5.47 0.0708
H -1.79 -2.79 6.75 0.0839
H -0.62 -2.78 5.52 0.0694
C 0.99 -7.37 -1.54 -0.2893
O 0.69 -6.35 -0.87 -0.0683
N 0.60 -7.54 -2.82 -0.1641
C -0.40 -6.66 -3.47 -0.0283
C 1.02 -8.70 -3.59 -0.0584
H 1.65 -8.16 -1.15 0.1384
H -0.56 -5.68 -3.02 0.0758
H -1.40 -7.09 -3.37 0.0836
H -0.21 -6.43 -4.52 0.0860
H 0.99 -8.39 -4.63 0.0914
H 1.89 -9.28 -3.29 0.0888
H 0.25 -9.45 -3.43 0.0881
C 3.94 0.96 7.71 -0.3822
O 4.16 1.71 8.60 0.0342
N 4.26 -0.36 7.69 -0.1505
C 4.21 -1.16 6.43 -0.0626
C 5.03 -1.02 8.82 -0.0211
H 3.43 1.21 6.76 0.1248
H 3.66 -0.69 5.61 0.0504
H 3.85 -2.18 6.57 0.0748
H 5.17 -1.42 6.00 0.0785
H 4.54 -1.90 9.24 0.0818
H 5.94 -1.46 8.42 0.0745
H 5.31 -0.25 9.54 0.0803
C -1.57 4.91 -4.97 -0.2868
O -2.16 4.12 -5.77 -0.0373
N -2.26 5.86 -4.30 -0.1690
C -1.60 7.07 -3.78 -0.0491
C -3.72 6.03 -4.52 -0.0139
H -0.48 4.97 -4.85 0.1324
H -2.04 8.04 -4.01 0.0915
H -0.57 7.09 -4.15 0.0550
H -1.57 6.99 -2.69 0.0747
H -4.00 7.01 -4.91 0.0921
H -4.07 5.17 -5.11 0.0625
H -4.18 5.92 -3.54 0.0736
C 3.12 -5.59 3.32 -0.2983
O 3.43 -5.30 4.49 -0.0244
N 3.15 -4.67 2.34 -0.1949
C 3.02 -5.03 0.93 -0.0601
C 3.40 -3.29 2.54 -0.0473
H 3.01 -6.61 2.92 0.1395
H 2.14 -4.55 0.50 0.0700
H 2.94 -6.09 0.69 0.0796
H 3.87 -4.62 0.37 0.0820
H 4.30 -3.02 1.99 0.0894
H 2.51 -2.66 2.44 0.0886
H 3.71 -3.29 3.59 0.0808
C 3.80 4.38 3.45 -0.3044
O 3.18 3.65 4.26 -0.0243
N 3.52 4.43 2.12 -0.1655
C 4.16 5.46 1.33 -0.0701
C 2.48 3.70 1.47 -0.0385
H 4.59 5.09 3.74 0.1400
H 4.53 5.04 0.40 0.0850
H 5.07 5.84 1.80 0.0837
H 3.59 6.38 1.24 0.0724
H 1.79 4.34 0.92 0.0614
H 2.86 2.88 0.85 0.0664
H 1.87 3.25 2.25 0.0762
C -2.08 -7.45 0.27 -0.3966
O -2.43 -7.67 -0.88 -0.0075
N -2.62 -8.09 1.28 -0.1848
C -3.48 -9.26 1.10 -0.0149
C -2.07 -7.87 2.61 -0.0646
H -1.26 -6.78 0.56 0.1252
H -4.17 -9.16 1.93 0.0889
H -2.81 -10.12 1.20 0.0927
H -3.95 -9.32 0.12 0.0867
H -1.58 -6.91 2.74 0.0687
H -2.80 -7.67 3.39 0.0854
H -1.45 -8.68 3.00 0.0901
C -2.79 -3.58 2.77 -0.3246
O -1.86 -4.38 2.77 -0.0185
N -3.89 -3.74 1.98 -0.1819
C -5.13 -3.00 2.23 -0.0295
C -3.91 -4.80 1.02 -0.0415
H -2.86 -2.67 3.39 0.1218
H -4.94 -2.07 2.77 0.0938
H -5.91 -3.66 2.60 0.0915
H -5.63 -2.78 1.29 0.0623
H -4.67 -4.73 0.25 0.0777
H -2.93 -5.02 0.59 0.0831
H -4.22 -5.67 1.61 0.0956
C 5.13 1.09 2.84 -0.3191
O 4.56 0.13 3.32 0.0083
N 5.94 1.03 1.76 -0.1583
C 6.88 2.12 1.40 -0.0516
C 6.29 -0.15 0.97 -0.0622
H 5.00 2.13 3.18 0.1150
H 7.88 1.77 1.67 0.0883
H 6.76 3.00 2.02 0.0844
H 6.98 2.35 0.34 0.0764
H 5.50 -0.86 0.71 0.0741
H 6.70 0.07 -0.01 0.0774
H 7.00 -0.79 1.50 0.0960
C -5.14 0.76 -5.61 -0.3318
O -5.52 1.50 -6.54 -0.0213
N -4.80 1.31 -4.46 -0.1558
C -4.25 0.50 -3.40 -0.0765
C -4.54 2.74 -4.19 -0.0335
H -5.05 -0.33 -5.70 0.1401
H -4.53 0.82 -2.39 0.0740
H -3.18 0.69 -3.31 0.0601
H -4.43 -0.57 -3.46 0.0834
H -3.48 2.89 -4.35 0.0637
H -4.99 3.37 -4.96 0.0800
H -4.77 3.23 -3.24 0.0853
C 2.15 -4.53 -4.62 -0.3472
O 2.17 -4.60 -5.85 -0.0092
N 1.45 -3.65 -3.88 -0.1849
C 1.68 -3.61 -2.44 -0.0531
C 0.72 -2.60 -4.52 -0.0455
H 2.72 -5.24 -4.01 0.1309
H 1.98 -2.59 -2.20 0.0735
H 2.45 -4.31 -2.10 0.0810
H 0.73 -3.78 -1.94 0.0743
H 1.21 -1.64 -4.39 0.0679
H 0.83 -2.71 -5.60 0.0961
H -0.29 -2.48 -4.13 0.0968
C 0.43 0.78 -1.53 -0.3100
O -0.30 0.61 -2.54 -0.0326
N 0.45 -0.06 -0.48 -0.1564
C -0.37 -1.22 -0.36 -0.0494
C 1.44 0.11 0.62 -0.0094
H 1.17 1.60 -1.49 0.1178
H -0.98 -1.29 -1.27 0.0876
H -1.15 -1.19 0.40 0.0794
H 0.26 -2.08 -0.15 0.0851
H 1.00 -0.21 1.57 0.0586
H 2.31 -0.53 0.46 0.0781
H 1.82 1.13 0.59 0.0587
C 1.86 6.44 -1.84 -0.3230
O 2.16 5.94 -0.76 -0.0385
N 2.25 7.65 -2.24 -0.1636
C 2.11 8.15 -3.60 -0.0623
C 2.89 8.64 -1.34 -0.0110
H 1.19 5.99 -2.58 0.1329
H 3.08 8.45 -3.99 0.0899
H 1.43 9.00 -3.73 0.0956
H 1.91 7.29 -4.24 0.0840
H 3.85 9.04 -1.67 0.0919
H 2.20 9.46 -1.20 0.0982
H 3.06 8.09 -0.41 0.0640
C -4.41 4.57 -0.04 -0.3013
O -4.63 5.45 -0.88 -0.0158
N -3.32 3.76 -0.13 -0.1782
C -2.86 3.05 1.06 -0.0646
C -2.49 3.61 -1.27 -0.0579
H -4.94 4.50 0.93 0.1366
H -3.54 2.99 1.91 0.0873
H -2.03 3.64 1.44 0.0676
H -2.56 2.00 1.07 0.0781
H -2.67 4.31 -2.08 0.0739
H -1.49 3.94 -0.99 0.0774
H -2.40 2.59 -1.64 0.0877
C -1.39 0.74 3.44 -0.3897
O -1.84 -0.14 2.72 -0.0172
N -0.19 0.83 3.96 -0.1384
C 0.27 2.03 4.75 -0.0057
C 0.81 -0.25 4.03 -0.0466
H -1.95 1.68 3.59 0.1264
H 0.82 1.65 5.61 0.0808
H -0.59 2.58 5.13 0.0886
H 0.98 2.68 4.23 0.0517
H 1.73 0.11 3.57 0.0752
H 0.99 -0.53 5.07 0.0853
H 0.47 -1.18 3.60 0.0814
C -8.43 -3.36 -0.86 -0.3238
O -9.37 -2.83 -0.30 0.0042
N -7.32 -2.61 -1.11 -0.1780
C -6.17 -3.27 -1.87 -0.0496
C -7.11 -1.20 -0.98 -0.0798
H -8.32 -4.41 -1.18 0.1360
H -6.18 -4.35 -1.71 0.0660
H -5.15 -3.00 -1.60 0.0733
H -6.34 -3.10 -2.94 0.0833
H -7.82 -0.88 -0.22 0.0870
H -6.14 -0.80 -0.68 0.0786
H -7.36 -0.66 -1.90 0.0926
C 2.90 2.81 -2.96 -0.3783
O 2.08 2.68 -3.80 0.0498
N 3.64 1.78 -2.48 -0.2005
C 4.69 1.99 -1.57 -0.0986
C 3.47 0.36 -2.84 -0.0168
H 2.99 3.75 -2.40 0.1257
H 5.54 1.36 -1.85 0.0875
H 4.38 1.60 -0.61 0.0669
H 4.97 3.04 -1.44 0.0931
H 2.59 0.11 -3.42 0.0746
H 4.27 0.26 -3.58 0.1036
H 3.48 -0.21 -1.92 0.0829
C -1.92 0.43 -8.07 -0.3463
O -2.82 -0.38 -8.03 0.0127
N -0.99 0.69 -7.12 -0.1716
C 0.07 1.67 -7.25 -0.0580
C -1.26 0.24 -5.74 -0.0335
H -1.73 1.11 -8.92 0.1302
H 1.02 1.28 -6.87 0.0785
H -0.20 2.48 -6.56 0.0715
H 0.31 1.94 -8.27 0.0877
H -1.85 -0.67 -5.74 0.0817
H -0.32 -0.10 -5.28 0.0624
H -1.88 0.93 -5.17 0.0750
C 0.51 8.30 1.38 -0.3313
O 0.73 9.45 1.81 -0.0210
N -0.67 7.73 1.20 -0.1832
C -0.70 6.23 1.00 -0.0088
C -1.89 8.34 1.28 -0.0683
H 1.34 7.64 1.07 0.1061
H -1.48 5.78 1.63 0.0725
H 0.28 5.75 1.07 0.0590
H -1.13 5.91 0.05 0.0652
H -2.57 7.74 1.89 0.0959
H -1.82 9.31 1.78 0.1015
H -2.23 8.43 0.25 0.1034
```


no.,E (hartree)
1,-2958.9382
2,-4721.3882